(1)
115
Properties=species:S:1:pos:R:3:forces:R:3 method="wB97M-V/def2-TZVPD" lumo_ev=0.34 e_homo_ev=-9.24 total_energy_ev=-76988.618
P -1.85020 -6.73059 -1.57925 0.033 -0.079 0.379
O -3.50894 -4.38331 -0.06413 2.580 -0.540 0.014
O -1.42568 -3.56459 0.26110 0.114 -0.907 -0.614
O -3.47437 -6.68544 -1.87090 0.477 -0.343 -0.032
O -1.35351 -5.49220 -2.54737 -0.134 0.064 0.217
N 1.34152 1.76321 0.01622 0.070 0.123 0.013
N 1.00176 8.07285 5.44317 -0.114 -0.006 0.102
N -1.70965 -0.13320 1.97257 -0.026 0.025 0.132
N 7.23778 -4.86861 -1.69618 0.092 -0.007 0.026
N -5.77829 -0.16352 0.90344 -0.260 -0.147 0.004
N -1.65131 -5.85762 -0.10302 -0.780 0.290 -0.008
N -2.98064 1.91082 -6.16319 -0.027 0.014 0.016
N 0.35696 6.40915 -0.03461 0.009 -0.011 0.037
C -7.88470 -1.10763 1.55927 0.035 0.004 -0.013
C -0.86985 7.94570 6.93717 0.003 -0.008 -0.001
C 1.26202 7.14637 7.63843 -0.013 0.009 -0.003
C -3.53014 3.10248 -5.94338 0.030 0.030 -0.056
C 4.04277 -4.48532 -2.71068 -0.025 0.015 -0.223
C 0.29308 7.29784 0.95456 0.000 0.020 -0.061
C 0.25431 5.12296 0.29519 0.004 0.009 -0.079
C 1.07474 -2.91074 -4.27566 0.645 0.354 1.028
C 2.32696 2.37854 -0.63272 -0.055 -0.024 -0.071
C -1.37896 -2.56331 -0.79247 -0.224 0.008 0.221
C 0.11373 -0.70654 -1.67657 0.184 -0.563 -0.337
C 0.93681 -1.40220 -4.05583 -0.643 -0.440 -0.499
C -0.28396 8.27622 5.72502 0.020 0.033 -0.064
C -7.44769 -2.37806 1.21766 0.003 0.060 0.070
C 7.43270 -4.90567 -0.38095 -0.091 0.001 0.019
C -0.78635 -0.27897 2.92008 -0.159 -0.215 0.077
C 3.68769 2.50973 1.31438 0.054 0.013 0.032
C -3.31501 0.30373 3.69826 0.032 -0.015 0.027
C 0.08707 4.67351 1.59694 -0.034 0.119 0.048
C -3.87700 1.18511 -4.06171 0.010 -0.007 0.000
C 1.52465 1.51740 1.31047 -0.083 -0.105 0.021
C 0.12721 6.95607 2.28802 -0.044 -0.011 -0.073
C -1.04681 -0.14950 4.27558 0.021 0.011 -0.002
C -2.29049 -4.56865 0.00654 -2.132 0.978 0.247
C -5.37671 -1.39363 0.58615 0.130 0.065 -0.078
C -6.16172 -2.52545 0.72678 -0.056 -0.137 -0.118
C 3.51393 2.77179 -0.03444 0.011 -0.007 0.021
C -4.26354 3.41434 -4.80830 0.005 -0.021 -0.008
C -4.43982 2.43208 -3.84798 -0.035 0.019 0.051
C 9.61648 -4.88839 -1.98276 -0.006 0.003 0.010
C 1.74893 7.51840 6.39449 0.108 0.003 -0.081
C 2.67456 -4.74227 -3.35155 0.152 0.622 0.504
C -7.01483 -0.04098 1.38412 -0.024 0.109 -0.025
C 9.80128 -4.92560 -0.61076 0.046 -0.001 0.021
C 8.31888 -4.85971 -2.47126 -0.046 0.004 -0.065
C 8.68657 -4.93386 0.21096 0.005 0.000 -0.015
C 2.67349 1.86652 2.00407 0.016 0.004 -0.037
C -3.15942 0.97933 -5.23036 0.067 -0.075 -0.037
C -2.34082 0.14978 4.67016 -0.033 0.016 0.040
C -0.07696 7.36660 7.91361 -0.018 -0.018 0.049
C -0.23725 -1.01627 -3.14116 0.421 0.494 -0.088
C -0.08599 -1.82043 -0.65314 -0.024 0.396 0.606
C -2.95287 0.15262 2.36779 0.213 -0.006 -0.200
C 1.65149 -3.63262 -3.03427 -0.359 -0.228 -0.562
C 0.02088 5.61409 2.61183 0.012 -0.028 0.049
H -5.00477 2.63496 -2.94742 0.003 -0.005 0.012
H 2.79235 7.36668 6.14128 0.012 -0.026 0.038
H -2.23636 -1.90778 -0.67047 -0.130 0.203 -0.060
H -1.68511 -5.63534 -3.43456 0.233 0.062 -0.461
H -0.25586 -0.28195 5.00108 0.020 -0.010 -0.003
H -2.69683 0.01921 -5.43333 -0.021 -0.028 0.047
H 10.79773 -4.94798 -0.18883 0.006 0.000 0.002
H -4.33853 0.53451 3.96064 -0.016 -0.006 -0.034
H 4.27956 3.27050 -0.61210 -0.006 0.014 -0.017
H 8.78400 -4.96201 1.28737 -0.018 -0.002 0.011
H 0.82428 -4.08419 -2.49521 -0.096 0.093 0.316
H -1.00628 -1.77553 -3.25568 -0.220 -0.094 0.110
H 4.56384 -5.39564 -2.44343 0.092 -0.200 0.023
H -0.10958 5.30654 3.64232 0.005 0.007 0.009
H 0.30774 4.41996 -0.52683 -0.027 -0.070 0.018
H 2.29904 -5.68862 -2.98087 -0.139 -0.284 -0.189
H -3.37026 3.84309 -6.71917 -0.021 0.039 0.022
H -4.36599 -1.47524 0.19973 -0.006 -0.101 0.028
H -0.11037 -1.34906 0.32959 0.023 0.045 0.104
H 8.13025 -4.82769 -3.53894 0.046 -0.004 -0.014
H 2.14993 2.56638 -1.68691 0.045 0.020 -0.008
H -7.32244 0.96891 1.63375 -0.045 -0.014 0.026
H 0.08748 7.71691 3.05161 0.089 0.047 0.003
H 10.45790 -4.88151 -2.66166 -0.004 0.003 -0.019
H 2.79844 -4.77842 -4.42819 -0.032 -0.412 -0.224
H 6.53363 -4.91374 0.22603 0.021 0.002 0.040
H -0.66130 -0.10348 -3.55137 -0.164 0.142 -0.069
H 3.95261 -3.87924 -1.81507 -0.032 0.012 0.252
H 2.09672 -2.88038 -2.39208 0.184 0.066 0.191
H 0.00637 3.61903 1.80891 -0.027 -0.064 -0.051
H -1.45440 -3.08144 -1.74308 -0.016 -0.094 -0.129
H 4.70210 -3.94711 -3.38484 0.105 0.170 -0.088
H 4.59949 2.80106 1.81942 0.007 0.010 0.002
H -2.08535 -6.45018 0.59958 0.175 -0.161 0.198
H -5.76786 -3.49042 0.44077 0.054 0.012 0.024
H 0.08137 -3.29170 -4.49084 -0.081 -0.273 -0.425
H -2.58537 0.25865 5.71922 0.002 0.000 0.003
H 0.70442 1.01107 1.81134 0.261 0.364 -0.203
H -1.92008 8.13675 7.10810 -0.011 0.010 -0.018
H 0.74003 -2.52129 -0.61065 0.103 -0.240 -0.302
H -3.67906 -6.20176 -2.67195 -0.411 0.339 -0.055
H 1.87709 -0.97645 -3.71794 0.169 0.093 0.170
H -3.98786 0.38871 -3.33838 0.015 -0.011 0.005
H 2.76741 1.64064 3.05749 -0.014 -0.005 0.023
H -0.87407 8.72751 4.93420 -0.048 0.011 0.033
H 0.21384 -0.51531 2.57016 -0.117 -0.237 0.181
H -8.87858 -0.94337 1.95222 -0.005 0.029 0.004
H -8.09485 -3.23704 1.33925 -0.005 -0.003 -0.004
H 1.91802 6.69692 8.37083 0.022 -0.001 -0.005
H 0.37959 8.33745 0.65736 0.000 0.020 0.044
H -0.39929 0.18811 -1.34961 -0.276 0.096 0.114
H 1.16771 -0.44764 -1.65487 0.189 0.207 0.089
H -4.68340 4.40258 -4.68208 0.005 0.016 -0.014
H 0.73184 -0.97464 -5.03647 0.062 0.200 -0.139
H -0.49574 7.09183 8.87297 -0.003 -0.002 0.007
H -3.68727 0.25908 1.58050 0.007 0.134 0.111
H 1.75733 -3.08324 -5.10232 -0.123 -0.086 -0.360



(2)
114
Properties=species:S:1:pos:R:3:forces:R:3 method="wB97M-V/def2-TZVPD" e_above_lowest_kcal_mol=0.0 s2=2.01 total_charge=+1 lumo_ev="-2.19 / -3.63" e_homo_ev="-9.85 / -9.85" total_energy_ev=-166071.879 spin_multiplicity=3
Pd -0.62235 0.18277 0.39266 0.129 -0.439 0.607
Br -1.72784 -0.61486 -2.12375 -0.133 -0.119 -0.237
Cl 2.05368 -6.86726 2.74785 -0.022 0.008 -0.061
Cl 1.74364 -4.38845 -2.09738 0.007 0.007 -0.038
P -0.38081 2.64794 0.01343 -0.113 -0.298 -0.147
O 1.57554 -0.58119 0.14399 0.322 0.161 0.161
O -2.64812 -2.63908 0.45996 0.142 -0.123 0.121
O -0.49870 -2.01307 0.45600 -0.387 -0.545 -0.193
N -2.90520 0.10874 0.22547 -0.160 0.273 -0.103
N -0.55504 -0.27645 2.57857 0.120 0.406 0.221
N 0.91020 -6.46610 0.05503 -0.027 0.113 -0.052
C 2.63236 -5.72136 1.57055 0.025 -0.059 0.050
C 0.94858 3.88533 0.36977 0.109 -0.011 0.182
C 2.17353 -1.16275 1.33333 -0.012 0.085 -0.212
C -3.13260 5.13966 2.87734 0.039 -0.038 -0.025
C -2.46758 -5.96819 -2.39748 0.002 0.089 0.059
C 1.41570 4.01594 1.82988 -0.028 0.170 -0.115
C 2.20367 3.75594 -0.51261 0.035 0.083 0.073
C 3.33393 4.69383 -0.01834 -0.103 -0.058 0.031
C -1.44430 -2.89826 0.51957 0.048 0.382 -0.197
C -5.50848 -0.46999 -0.51658 -0.112 -0.041 -0.031
C 0.42825 0.11070 3.40850 -0.167 -0.152 -0.052
C -1.15039 -5.21722 -0.50024 -0.175 0.172 0.105
C -3.30164 3.60374 2.82668 -0.006 0.095 -0.042
C -2.16010 4.87957 0.56958 -0.056 -0.035 0.079
C 2.67649 -0.09546 2.26788 -0.034 0.137 0.030
C 1.58943 0.84003 2.81573 0.014 -0.151 0.022
C -0.86194 4.18472 -2.36636 -0.024 -0.062 -0.164
C 3.59086 -3.90052 -0.23334 0.080 0.007 -0.061
C -1.56509 -1.02162 3.04515 -0.006 0.065 -0.096
C 1.95508 -5.61214 0.34037 -0.180 -0.182 -0.002
C -2.06242 5.63147 1.89386 -0.022 -0.083 0.046
C 4.24698 -4.06089 0.97549 0.028 -0.039 -0.052
C -0.10007 1.80063 -4.10070 -0.010 0.060 0.084
C -0.67099 2.75668 -1.80776 0.156 0.154 -0.108
C -3.20379 -0.35734 -0.97595 0.083 0.137 0.084
C -1.06974 2.90889 -4.53306 0.034 -0.012 0.043
C -0.67330 -0.96503 5.24531 -0.002 -0.016 0.067
C -0.46482 -7.12938 -1.80926 -0.005 -0.098 -0.090
C 2.77124 5.88228 0.75844 0.004 -0.064 -0.007
C -0.24563 -6.24078 -0.76512 0.362 -0.083 0.084
C -1.57594 -7.00565 -2.62497 0.043 -0.007 0.017
C -1.91535 3.35497 0.74789 0.023 0.178 0.117
C 3.75481 -4.98007 1.88629 0.001 -0.004 0.027
C -2.25675 -5.09099 -1.34274 0.056 -0.007 0.013
C 2.08656 5.38784 2.04113 -0.008 -0.031 -0.092
C 2.46835 -4.65153 -0.54059 0.054 0.157 -0.044
C -4.47486 -0.65004 -1.41683 -0.129 -0.090 -0.036
C 0.38401 -0.21925 4.75630 0.004 -0.031 0.081
C -5.22593 -0.00669 0.76012 -0.059 0.000 0.006
C -0.66345 4.23161 -3.89394 -0.010 -0.023 0.050
C -0.98023 -4.32640 0.72206 -0.002 -0.142 -0.099
C -3.91768 0.27265 1.09026 0.185 -0.006 -0.149
C -1.66482 -1.38532 4.37129 0.040 -0.035 0.064
C 0.37169 1.98222 -2.63927 -0.053 0.203 -0.135
C -2.07138 2.93781 2.22298 -0.005 0.148 -0.054
H -1.06268 5.49539 2.32220 -0.057 0.010 -0.031
H 0.26360 -7.91268 -1.98092 -0.013 0.032 -0.003
H 3.95985 -3.20364 -0.97629 -0.029 -0.013 0.033
H 0.85367 -7.26661 0.65994 -0.042 -0.027 0.109
H -3.33634 -5.84717 -3.03335 0.021 -0.004 0.036
H 3.56072 6.59245 1.00601 0.000 -0.013 -0.017
H 2.06138 6.42535 0.12733 -0.002 0.001 0.009
H 0.44814 4.82181 0.11464 0.008 0.093 -0.008
H -2.09404 2.65972 -4.23156 0.039 0.013 -0.013
H 4.02089 4.14325 0.63094 -0.012 0.002 -0.014
H -2.97061 -4.30338 -1.14194 -0.008 0.004 0.003
H -3.65926 0.62720 2.07738 0.006 0.035 0.005
H -2.69019 2.81883 0.19184 -0.065 -0.034 -0.032
H -0.72002 -1.22526 6.29519 0.011 0.004 -0.020
H -1.87165 4.52506 -2.12703 0.032 -0.027 -0.024
H -4.17411 3.34080 2.21814 0.015 0.007 0.009
H -0.56797 0.82558 -4.24175 0.010 0.018 -0.005
H -0.17438 4.89004 -1.89297 -0.008 -0.026 -0.043
H -2.29667 -1.34636 2.31452 0.040 -0.015 0.055
H 3.91970 5.03174 -0.87258 0.031 -0.013 -0.004
H -1.07982 2.99349 -5.62021 -0.014 -0.023 0.009
H 2.13944 3.22995 2.03016 0.073 -0.009 -0.014
H -1.73551 -7.70551 -3.43611 0.008 0.035 0.036
H 2.55511 2.71963 -0.50333 -0.016 -0.015 -0.056
H 0.05254 -4.31554 1.06013 -0.022 -0.011 -0.014
H -1.19460 3.21314 2.81069 0.034 0.020 0.002
H 2.02712 1.50888 3.55532 0.001 0.013 0.064
H 2.83155 5.29489 2.83422 -0.034 0.009 0.028
H -1.59572 -4.73189 1.53004 0.017 -0.061 0.007
H 1.31083 2.53396 -2.64065 -0.059 -0.027 -0.013
H -3.16628 5.02137 0.16362 0.002 0.007 0.006
H -1.24278 5.05727 -4.30836 0.026 0.023 0.007
H -2.49455 -1.99497 4.70284 0.019 0.040 -0.013
H 0.38554 4.43676 -4.13235 -0.030 -0.023 0.008
H 3.17809 -0.61615 3.08855 -0.007 0.062 0.030
H 1.35044 6.11796 2.38481 0.002 0.011 -0.028
H 1.95786 4.00491 -1.54514 0.008 0.037 0.058
H -6.52637 -0.69953 -0.80774 0.051 0.018 0.017
H -2.17681 6.70258 1.72063 0.004 -0.007 0.012
H 3.00457 -1.79191 1.02847 0.021 0.012 -0.078
H 0.77645 1.81898 -4.75068 0.015 -0.016 -0.003
H -2.87063 5.45567 3.88807 0.002 -0.002 0.008
H 0.60619 3.88794 2.54480 -0.006 -0.028 0.042
H -3.48846 3.20992 3.82668 -0.032 0.000 0.006
H -6.00727 0.13840 1.49306 0.017 -0.015 -0.019
H 3.42918 0.51810 1.76437 0.016 -0.059 0.016
H -4.08468 5.61844 2.64013 0.006 0.002 0.017
H 1.43070 -1.80201 1.80615 -0.066 -0.065 0.081
H 1.21570 1.45052 2.00443 -0.072 0.086 -0.149
H 1.18276 0.11011 5.40946 -0.026 -0.020 -0.030
H 1.21540 -1.34625 -0.33554 0.007 -0.049 0.026
H -4.63744 -1.02884 -2.41586 -0.002 0.029 0.035
H -1.62198 2.22338 -1.91284 -0.037 -0.007 -0.008
H 4.23630 -5.13451 2.84357 -0.032 -0.007 -0.049
H 0.59962 1.01912 -2.18444 0.045 -0.067 0.038
H -1.48745 5.31934 -0.16255 0.005 0.003 0.050
H -2.13273 1.85634 2.28892 0.040 -0.123 0.010
H 5.13723 -3.48686 1.19936 -0.039 -0.025 -0.016